Below is a molecular structure, C54H63GeN6O4SSeSiY, with properties calculated with ωB97M-V with the def2-TZVPD basis set.

Each line ends with the Löwdin charge.
Geometry (Å):
Y  -0.307  1.724  -0.907  1.373
C  6.654  1.812  1.297  -0.038
C  6.323  0.379  0.993  -0.207
C  7.289  -0.618  1.077  -0.043
C  6.994  -1.942  0.792  -0.083
C  5.702  -2.293  0.432  -0.079
C  4.715  -1.322  0.362  -0.055
C  5.025  0.009  0.629  -0.203
N  4.037  1.020  0.579  0.148
C  2.971  1.094  -0.288  -0.345
N  3.153  0.424  -1.440  0.140
C  2.280  0.106  -2.529  -0.215
C  0.938  0.474  -2.525  -0.162
C  0.209  0.089  -3.665  -0.143
C  0.778  -0.609  -4.719  -0.096
C  2.120  -0.953  -4.662  -0.059
C  2.903  -0.604  -3.571  -0.222
C  4.362  -0.976  -3.539  -0.049
N  1.919  1.805  0.020  0.048
C  1.928  2.419  1.313  -0.274
C  1.648  1.661  2.445  -0.044
C  1.616  2.246  3.699  -0.068
C  1.862  3.607  3.820  -0.083
C  2.158  4.358  2.692  -0.043
C  2.210  3.784  1.422  -0.211
C  2.593  4.594  0.216  -0.027
H  7.728  1.939  1.428  0.078
H  6.170  2.159  2.213  0.086
H  6.323  2.474  0.495  0.083
H  8.297  -0.340  1.361  0.111
H  7.768  -2.695  0.854  0.103
H  5.449  -3.323  0.217  0.107
H  3.700  -1.596  0.101  0.122
H  3.952  1.612  1.393  0.135
H  4.078  0.034  -1.524  0.096
H  -0.845  0.359  -3.743  0.059
H  0.188  -0.889  -5.587  0.075
H  2.578  -1.499  -5.479  0.101
H  4.640  -1.505  -4.450  0.076
H  4.611  -1.633  -2.699  0.073
H  5.012  -0.098  -3.468  0.088
H  1.446  0.606  2.321  0.097
H  1.398  1.640  4.569  0.107
H  1.833  4.083  4.792  0.100
H  2.370  5.416  2.792  0.107
H  2.801  5.625  0.501  0.078
H  1.807  4.591  -0.538  0.059
H  3.489  4.188  -0.260  0.081
C  -4.813  3.266  -3.796  -0.216
Si  -4.753  1.612  -2.913  0.080
C  -4.491  0.241  -4.172  -0.234
C  -6.388  1.343  -2.016  -0.238
Se  -3.128  1.529  -1.387  0.401
H  -5.673  3.318  -4.471  0.034
H  -3.914  3.422  -4.383  -0.011
H  -4.902  4.097  -3.089  0.010
H  -5.261  0.229  -4.947  0.033
H  -4.457  -0.733  -3.682  0.030
H  -3.525  0.447  -4.634  -0.030
H  -7.224  1.290  -2.717  0.027
H  -6.591  2.160  -1.319  0.017
H  -6.360  0.415  -1.443  0.023
C  -2.414  -2.387  -7.607  -0.006
C  -1.515  -1.202  -7.721  -0.298
C  -0.315  -1.171  -8.355  0.002
C  0.406  0.054  -8.331  -0.327
N  -0.017  1.138  -7.738  0.111
C  -1.211  1.120  -7.072  -0.870
S  -1.843  2.413  -6.256  0.640
N  -1.927  -0.067  -7.111  0.088
C  1.746  0.114  -9.000  -0.024
H  -2.016  -3.222  -8.178  0.084
H  -3.413  -2.151  -7.976  0.092
H  -2.504  -2.689  -6.562  0.095
H  0.069  -2.047  -8.855  0.117
H  -2.814  -0.047  -6.625  0.114
H  1.702  -0.315  -10.001  0.082
H  2.465  -0.474  -8.425  0.083
H  2.089  1.144  -9.050  0.082
O  -1.218  1.993  1.315  -0.144
C  -1.201  0.737  1.479  -0.693
O  -0.632  -0.009  0.631  -0.128
C  -1.801  0.168  2.742  -0.156
C  -2.166  -1.318  2.683  -0.245
Ge  -1.637  -2.341  4.264  1.015
C  -2.029  -4.244  4.061  -0.264
C  -1.206  -5.057  3.281  -0.103
C  -1.489  -6.404  3.109  -0.090
C  -2.605  -6.962  3.720  -0.095
C  -3.433  -6.169  4.500  -0.090
C  -3.144  -4.820  4.667  -0.109
C  0.299  -2.129  4.436  -0.259
C  0.958  -2.225  5.662  -0.097
C  2.340  -2.122  5.745  -0.086
C  3.093  -1.928  4.594  -0.083
C  2.455  -1.830  3.366  -0.084
C  1.069  -1.923  3.291  -0.114
C  -2.568  -1.737  5.872  -0.269
C  -3.467  -0.672  5.834  -0.099
C  -4.139  -0.254  6.976  -0.087
C  -3.920  -0.899  8.185  -0.092
C  -3.034  -1.967  8.242  -0.087
C  -2.371  -2.380  7.095  -0.125
H  -2.655  0.798  2.992  0.113
H  -1.051  0.392  3.513  0.113
H  -1.676  -1.778  1.823  0.067
H  -3.236  -1.454  2.518  0.079
H  -0.323  -4.641  2.808  0.097
H  -0.839  -7.020  2.501  0.100
H  -2.826  -8.014  3.589  0.099
H  -4.302  -6.599  4.981  0.100
H  -3.798  -4.213  5.283  0.095
H  0.391  -2.365  6.578  0.086
H  2.830  -2.194  6.708  0.101
H  4.171  -1.852  4.653  0.102
H  3.038  -1.673  2.467  0.082
H  0.593  -1.832  2.321  0.095
H  -3.661  -0.156  4.902  0.087
H  -4.834  0.574  6.918  0.101
H  -4.440  -0.575  9.077  0.100
H  -2.864  -2.483  9.178  0.102
H  -1.702  -3.235  7.159  0.101
N  -3.583  4.608  -0.363  0.130
C  -2.157  4.715  0.079  -0.073
C  -1.364  4.680  -1.241  -0.664
O  -1.830  5.345  -2.152  0.052
O  -0.325  3.936  -1.251  -0.169
H  -4.256  4.855  0.357  0.158
H  -3.710  3.604  -0.678  -0.005
H  -3.671  5.215  -1.191  0.137
H  -1.941  3.895  0.758  0.089
H  -2.012  5.678  0.566  0.135

The HOMO energy comes out at -0.283 Ha. The calculation puts the energy above the lowest of the compared OMol25 structures with the same formula, charge and spin at 0.0 kcal/mol. For the lowest unoccupied orbital energy, the calculation gives 0.006 Eh. The frontier orbital gap is 0.2894 Eh. The total energy comes out at -215777.906 eV.